[1]
This record from the OMol25 dataset describes one molecule with the formula C6H10. The level of theory is ωB97M-V/def2-TZVPD.

Computed properties:
- SMILES string: C=C/C=C/CC
- E_tot: -234.45711 a.u.
- Spin multiplicity: 1
- HOMO energy: -0.2759 hartree
- Total charge: 0
- Energy relative to the best compared isomer or geometry (same formula, charge and spin): 91.2 kcal per mole

XYZ file:
```
16
Properties=species:S:1:pos:R:3:forces:R:3:lowdin_charge:R:1
C 1.67411 -2.00457 -1.03206 -1.9 2.8 -0.1 0.018
C 0.78071 -1.39891 -1.91723 1.4 1.4 2.8 -0.153
C 0.08915 -0.18115 -1.43467 -1.8 0.0 -2.0 -0.188
C 0.15145 0.48564 -0.24866 -0.3 0.6 1.7 -0.100
C -1.15210 0.62500 0.72891 2.7 1.2 -2.4 -0.216
C -0.85210 1.37389 2.01871 0.4 0.4 -1.1 -0.135
H 2.60457 -2.42643 -1.24597 0.7 -1.8 -0.9 0.019
H 1.66081 -1.60807 0.00521 -0.1 0.0 -0.7 0.048
H 0.39959 -1.74758 -2.85589 0.8 -0.2 -0.7 0.074
H -0.66330 0.28969 -2.20164 0.1 -1.8 1.8 0.123
H 1.07340 0.93452 0.19283 -0.3 -1.6 0.1 0.106
H -1.87719 1.26666 0.22886 -0.6 -0.7 -0.3 0.099
H -1.40596 -0.43653 0.84427 -0.5 0.6 0.2 0.107
H -1.81218 1.43312 2.45381 -0.8 -0.3 1.6 0.051
H -0.62354 2.43517 1.85525 0.3 -0.3 -0.4 0.078
H -0.04743 0.95956 2.60827 -0.2 -0.3 0.4 0.069
```
Positions in Å, forces in eV/Å.

=====

[2]
This record from the OMol25 dataset describes a 5-piece molecular cluster, C20H40O10S5 overall. The level of theory is ωB97M-V/def2-TZVPD.

Computed properties:
- SMILES string: O=S1(=O)CCCC1.O=S1(=O)CCCC1.O=S1(=O)CCCC1.O=S1(=O)CCCC1.O=S1(=O)CCCC1
- E_tot: -3529.31394 a.u.
- Spin multiplicity: 1
- HOMO energy: -0.3683 hartree
- Total charge: 0
- Energy relative to the best compared isomer or geometry (same formula, charge and spin): 16.6 kcal per mole

XYZ file:
```
75
Properties=species:S:1:pos:R:3:forces:R:3:lowdin_charge:R:1
O -1.53681 -1.96167 -0.97437 -0.2 0.6 -0.4 -0.334
S -1.28115 -0.53207 -1.00801 -1.0 -0.9 1.4 0.687
O -2.40989 0.38704 -1.03212 0.7 -0.4 -0.1 -0.325
C -0.19614 -0.14521 0.39889 -0.1 0.4 -1.2 -0.197
C 1.15124 0.12432 -0.27575 0.4 0.2 1.4 -0.232
C 0.90772 0.77553 -1.64118 0.4 -0.8 0.5 -0.179
C -0.16624 -0.11864 -2.31293 0.5 1.2 -0.2 -0.215
H -0.16872 -0.95984 1.11260 -0.3 0.0 0.0 0.110
H -0.60341 0.78506 0.79407 0.0 -0.1 0.3 0.093
H 1.68232 0.75841 0.44378 0.2 0.3 -0.5 0.087
H 1.76462 -0.77765 -0.30554 -0.3 -0.2 -0.5 0.111
H 1.85861 0.79633 -2.17108 -0.2 0.0 -0.4 0.115
H 0.60531 1.81080 -1.49113 -0.4 0.0 -0.2 0.120
H 0.24390 -1.03404 -2.72790 0.1 0.0 0.1 0.078
H -0.76339 0.44453 -3.02814 0.0 -0.2 -0.2 0.107
O -7.95197 2.21052 -1.28267 -0.2 -0.5 -0.1 -0.333
S -7.79738 0.79784 -1.55890 0.8 -0.2 -0.1 0.685
O -8.92925 -0.09029 -1.71426 0.0 0.5 0.1 -0.338
C -6.72017 0.58213 -3.00804 -0.3 0.0 -0.2 -0.219
C -5.35035 0.22133 -2.45647 1.0 0.0 0.1 -0.233
C -5.57217 -0.62575 -1.20285 -0.4 0.1 0.3 -0.219
C -6.63842 0.05507 -0.35864 -1.4 0.1 0.3 -0.218
H -6.81910 1.47604 -3.62143 0.3 0.2 0.2 0.101
H -7.14662 -0.22699 -3.60147 0.0 -0.2 0.2 0.101
H -4.72682 -0.35294 -3.14617 -0.4 -0.1 -0.3 0.113
H -4.69905 1.06593 -2.22071 -0.5 0.3 0.1 0.107
H -4.67442 -0.78197 -0.61141 0.2 -0.1 -0.2 0.097
H -5.98113 -1.58490 -1.52997 0.1 -0.1 0.2 0.122
H -6.38514 0.82708 0.36823 0.6 0.2 -0.5 0.103
H -7.27215 -0.62027 0.22138 0.1 -0.3 -0.2 0.098
O 6.41032 2.78143 2.47323 -0.4 -0.3 0.0 -0.324
S 5.33831 1.91526 2.92737 1.4 0.4 0.5 0.683
O 4.29641 2.49482 3.74907 0.0 -0.4 -0.4 -0.327
C 4.73454 1.02217 1.48465 -0.4 0.4 0.6 -0.218
C 5.22030 -0.42662 1.61072 0.4 0.5 -0.2 -0.191
C 6.40830 -0.48370 2.59163 0.6 0.3 0.7 -0.216
C 6.09085 0.47454 3.73577 -1.4 0.2 -0.4 -0.223
H 5.13622 1.62660 0.67484 0.0 -0.3 -0.3 0.106
H 3.64927 1.09465 1.52851 0.0 0.0 -0.3 0.065
H 4.40541 -1.01983 2.02157 0.0 -0.2 -0.1 0.116
H 5.46841 -0.78650 0.61488 0.0 -0.3 0.1 0.115
H 7.39511 -0.17600 2.23694 -0.3 0.0 -0.7 0.119
H 6.55896 -1.47582 3.01793 -0.2 -0.1 -0.2 0.114
H 6.92618 0.80973 4.33861 0.0 0.0 0.1 0.109
H 5.24382 0.08839 4.31173 0.4 0.0 0.4 0.106
O 0.69376 5.38279 5.60551 -0.2 0.4 0.1 -0.325
S 0.14399 4.85294 4.38927 -0.1 -1.1 -0.8 0.697
O -0.78798 5.58804 3.55341 0.7 0.1 0.4 -0.338
C 1.54084 4.15930 3.39393 -0.4 0.6 0.3 -0.209
C 1.12994 2.73665 3.02888 0.1 0.6 -0.1 -0.225
C 0.31289 2.19556 4.21606 0.7 -0.9 -0.3 -0.217
C -0.66033 3.24491 4.69067 -0.7 0.2 0.4 -0.226
H 2.42722 4.18626 4.02631 -0.2 -0.2 0.3 0.086
H 1.77508 4.82748 2.56593 -0.4 0.0 -0.1 0.106
H 0.54317 2.72783 2.10699 -0.2 0.1 0.1 0.106
H 2.05892 2.21006 2.81736 -0.2 -0.4 0.3 0.072
H 0.99309 1.94688 5.03485 0.1 0.2 0.0 0.121
H -0.13846 1.23461 3.96039 -0.3 0.2 0.0 0.110
H -0.94822 3.10591 5.73410 0.5 0.3 0.2 0.105
H -1.63684 3.31051 4.20833 0.3 -0.2 -0.6 0.100
O 1.17200 -3.15969 -1.65913 0.3 -0.3 -0.2 -0.341
S 1.02692 -4.34844 -2.47497 -0.4 -0.4 -0.1 0.684
O 1.52252 -5.63377 -2.02703 0.1 0.7 0.0 -0.325
C -0.70512 -4.54351 -2.93542 -0.1 1.5 -0.4 -0.212
C -0.73016 -4.48079 -4.47250 0.8 -1.2 0.2 -0.206
C 0.41954 -3.55402 -4.94671 -1.0 1.0 0.8 -0.211
C 1.64901 -3.99344 -4.14386 -0.7 -1.2 -0.4 -0.212
H -1.20257 -3.63452 -2.58928 0.1 -0.1 0.4 0.073
H -1.16152 -5.38576 -2.42831 0.2 -0.3 -0.2 0.110
H -0.48117 -5.48363 -4.83748 -0.2 0.0 -0.2 0.114
H -1.72975 -4.24178 -4.82279 0.1 0.3 -0.2 0.115
H 0.14185 -2.52058 -4.70979 0.1 0.0 0.1 0.101
H 0.49914 -3.57647 -6.03010 0.4 -0.3 0.0 0.113
H 2.56110 -3.41145 -4.08214 -0.2 0.4 -0.1 0.104
H 1.86492 -4.98675 -4.54777 0.5 0.0 0.2 0.103
```
Positions in Å, forces in eV/Å.

=====

[3]
This record from the OMol25 dataset describes a 2-piece molecular cluster, C3H3BrO2 overall. The level of theory is ωB97M-V/def2-TZVPD.

Computed properties:
- E_tot: -2840.42932 a.u.
- Spin multiplicity: 1
- HOMO energy: -0.3610 hartree
- Total charge: 0
- Energy relative to the best compared isomer or geometry (same formula, charge and spin): 97.9 kcal per mole

XYZ file:
```
9
Properties=species:S:1:pos:R:3:forces:R:3:lowdin_charge:R:1
C 1.63733 1.74659 -0.18846 1.4 2.0 -0.4 -0.051
C 0.85580 0.87712 -0.10142 -4.7 -5.3 1.1 -0.082
C -0.60233 -0.70191 0.09419 2.2 2.8 -0.7 -0.818
O -0.33121 -1.47707 1.11898 -0.5 -0.4 1.5 0.022
O -0.33631 -1.37348 -1.04814 -1.0 -0.5 1.9 0.031
Br -2.27986 0.46383 0.28453 1.2 -1.2 -0.3 0.626
H 2.13027 2.62790 -0.39467 1.1 1.1 -0.1 -0.019
H -0.67813 -1.32552 2.06298 0.4 0.5 -2.6 0.182
H -0.39556 -0.83746 -1.82798 -0.1 0.9 -0.4 0.108
```
Positions in Å, forces in eV/Å.